[1]
Entry from the OMol25 dataset: a structure of composition C30H56Br12N2O5P2S in a non-equilibrium geometry (ωB97M-V with the def2-TZVPD basis set).

CARTESIAN COORDINATES (ANGSTROEM)
Br: -6.300 2.330 9.232
Br: -7.850 1.928 1.898
Br: -1.811 5.336 -4.073
Br: -11.149 0.672 2.984
Br: 10.740 -2.735 -4.776
Br: -5.406 4.403 6.309
Br: -2.706 3.263 -1.150
Br: -7.906 0.137 5.148
Br: 8.320 -2.712 -1.987
Br: 4.853 -3.960 -2.371
Br: -5.095 -2.258 5.084
Br: 4.668 -4.712 -5.982
S: -5.553 -1.386 0.841
P: -5.103 0.497 0.571
P: 5.046 1.058 -2.034
O: 6.045 1.087 -0.584
O: 6.173 0.863 -3.377
O: -1.057 1.635 -3.160
O: -2.072 0.644 2.127
O: 4.476 2.558 -2.176
N: 0.408 -1.069 0.984
N: -4.785 -0.091 -3.365
C: -8.881 0.403 1.251
C: 10.137 -2.007 -2.069
C: -3.338 0.575 -0.181
C: -0.601 -0.304 0.162
C: 10.419 -1.377 -3.413
C: 4.723 2.660 1.048
C: 0.132 -3.714 1.114
C: 3.651 -0.245 -1.992
C: -6.634 4.778 7.777
C: -3.040 5.712 -2.604
C: -2.014 0.317 0.807
C: 5.222 1.136 0.634
C: -4.327 1.211 -2.715
C: -6.091 4.265 9.090
C: -5.074 -0.307 5.093
C: 2.201 0.462 -1.680
C: 0.904 -0.473 -2.168
C: 5.496 0.298 -4.557
C: 5.894 -5.393 -4.626
C: 1.717 -4.038 0.863
C: -2.497 5.198 -1.292
C: -0.191 -2.233 1.738
C: 5.181 -5.635 -3.316
C: -0.403 0.011 -1.306
C: -10.357 0.722 1.202
C: 2.756 -3.295 1.889
C: 5.773 -1.345 -4.600
C: -1.542 0.908 -2.137
C: -3.120 0.894 -1.648
C: -6.151 0.248 5.994
H: 5.806 -6.225 -2.640
H: 4.759 -1.943 -4.519
H: -4.026 1.984 -3.553
H: 4.302 0.410 0.640
H: -5.168 0.017 4.053
H: -5.019 1.094 1.911
H: 10.187 -1.258 -1.273
H: 1.150 -1.609 -1.912
H: -6.660 4.674 9.929
H: -5.241 1.668 -2.141
H: 6.714 -4.674 -4.547
H: 3.538 -0.890 -2.963
H: 1.974 -3.631 -0.230
H: 6.401 -1.580 -3.626
H: -6.112 1.183 -0.197
H: -3.133 6.801 -2.584
H: -1.367 -2.176 1.874
H: 1.274 -1.315 0.459
H: -7.599 4.341 7.505
H: -4.082 -0.036 5.465
H: 11.339 -0.787 -3.377
H: 2.077 1.531 -2.157
H: 6.049 0.758 -5.507
H: 3.906 -0.985 -1.093
H: 1.952 -5.206 0.805
H: -6.727 5.868 7.798
H: -1.435 5.416 -1.146
H: -5.991 1.314 6.176
H: 2.580 -2.148 2.039
H: 6.429 -1.664 -5.516
H: -4.005 5.274 -2.876
H: -4.931 -0.786 -2.588
H: 9.602 -0.747 -3.777
H: -10.897 -0.037 0.630
H: 5.922 0.781 1.531
H: -8.496 0.206 0.246
H: -5.029 4.483 9.236
H: -3.921 -0.434 -3.883
H: 0.246 -2.168 2.848
H: 10.811 -2.833 -1.826
H: -0.247 -4.503 1.925
H: 6.277 -6.332 -5.035
H: 5.377 3.499 0.543
H: 4.875 2.801 2.220
H: 3.838 -3.393 1.394
H: -8.641 -0.443 1.900
H: -10.575 1.709 0.784
H: -3.066 5.607 -0.452
H: 2.126 0.587 -0.504
H: 3.559 2.823 0.859
H: 4.357 0.564 -4.645
H: 4.213 -6.130 -3.433
H: -6.226 -0.273 6.953
H: 0.749 -0.374 -3.325
H: 2.805 -3.774 2.969
H: -0.480 -3.954 0.137

Kohn-Sham gap (eV): 6.84
Charge: 0

Results of the Löwdin charge analysis, in e, for atoms 1 through 6: 0.623 0.599 0.621 0.598 0.591 0.613

[2]
Entry from the OMol25 dataset: a cluster of 3 separate species, C30H56Cl2N3O3 in total in a non-equilibrium geometry (ωB97M-V with the def2-TZVPD basis set).

CARTESIAN COORDINATES (ANGSTROEM)
Cl: 0.363 -2.231 0.945
Cl: -1.475 -4.450 -2.187
O: 2.755 2.999 3.393
O: 1.153 -7.739 1.542
O: -0.698 4.757 -3.336
N: 1.423 -6.564 1.968
N: -1.245 4.194 -4.350
N: 1.531 2.692 3.641
C: 3.163 -4.770 1.747
C: -0.520 -2.705 -0.475
C: -0.597 -6.921 3.245
C: -0.617 -3.995 -0.751
C: -0.297 4.033 1.815
C: -2.629 3.742 -4.009
C: 0.241 -5.864 2.517
C: -0.654 -5.247 1.422
C: -3.477 3.568 -5.283
C: 1.970 0.910 2.001
C: -1.086 -1.603 -1.305
C: -0.314 3.191 -4.948
C: 0.553 2.851 1.356
C: 1.099 3.755 -4.980
C: 3.251 -6.787 0.403
C: 2.283 -5.792 1.044
C: -0.470 3.480 4.918
C: 1.650 4.680 5.096
C: 1.492 -5.107 -0.088
C: -0.325 1.884 -4.155
C: 0.785 3.893 4.122
C: -2.600 2.430 -3.220
C: -3.347 4.814 -3.199
C: 0.954 1.924 2.497
C: 0.385 4.789 2.953
C: -0.687 2.909 -6.418
C: -1.731 1.355 -3.875
C: 0.613 -4.834 3.582
C: -0.052 -5.158 0.010
C: -0.264 1.097 2.949
H: 0.176 2.512 -6.951
H: 1.976 4.052 5.927
H: -0.448 4.706 0.977
H: -1.139 -7.551 2.560
H: -3.383 4.439 -5.932
H: -0.186 -4.741 4.295
H: 1.131 4.704 -5.517
H: 0.017 2.273 0.599
H: 1.276 5.286 2.556
H: 0.036 -7.553 3.851
H: 3.834 -5.228 2.460
H: 1.503 3.913 -3.982
H: 1.070 5.508 5.501
H: -1.478 2.171 -6.534
H: -1.546 -5.847 1.345
H: -0.038 0.542 3.861
H: -1.588 -0.864 -0.694
H: -4.528 3.468 -5.012
H: -0.778 4.293 5.575
H: 2.532 5.100 4.618
H: -0.522 0.373 2.176
H: -0.267 2.612 5.545
H: 2.846 1.383 1.562
H: 2.305 0.266 2.816
H: 1.530 0.273 1.230
H: 1.754 3.051 -5.492
H: -1.293 3.694 2.120
H: 2.588 -3.978 2.201
H: -3.622 2.062 -3.107
H: -1.331 3.259 4.290
H: -2.904 4.963 -2.220
H: -1.653 0.478 -3.225
H: 4.056 -6.237 -0.063
H: 3.774 -4.302 0.991
H: -0.282 -1.074 -1.799
H: -1.308 -6.427 3.890
H: -3.344 5.770 -3.725
H: 1.762 -5.584 -1.017
H: 0.849 -3.868 3.170
H: 0.188 2.031 -3.199
H: -2.228 2.618 -2.208
H: -1.790 -1.994 -2.016
H: -0.990 -4.286 1.775
H: -3.228 2.682 -5.860
H: 1.810 -4.085 -0.191
H: 3.700 -7.404 1.165
H: -4.382 4.513 -3.046
H: -0.369 -6.035 -0.528
H: 2.774 -7.396 -0.346
H: 1.477 -5.188 4.129
H: 0.254 1.136 -4.702
H: -0.992 3.825 -6.925
H: -2.202 1.002 -4.797
H: -1.158 1.690 3.121
H: 1.454 3.238 0.869
H: -0.272 5.579 3.321

2S+1: 4
Kohn-Sham gap (spin up / spin down) (eV): 8.77 / 9.58
Charge: 0
<S²>: 3.7622

Results of the Löwdin charge analysis, in e, for atoms 1 through 6: 0.803 0.738 -0.016 0.001 -0.016 -0.110

[3]
Entry from the OMol25 dataset: a cluster of 8 separate species, C30H56N8O2 in total in a non-equilibrium geometry (ωB97M-V with the def2-TZVPD basis set).

CARTESIAN COORDINATES (ANGSTROEM)
O: 1.381 -0.889 -0.257
O: -0.633 -0.336 2.699
N: -0.796 -0.231 -0.444
N: -2.508 2.144 5.079
N: -2.461 -1.512 -3.310
N: 2.070 -4.134 2.937
N: -3.916 3.531 -1.100
N: -0.322 -0.469 4.969
N: 1.980 3.030 -0.755
N: 5.781 -0.873 -0.006
C: -1.992 -2.481 -3.649
C: 1.080 -0.308 4.894
C: 1.553 2.551 2.884
C: -0.517 1.011 -1.238
C: -1.086 -0.387 3.864
C: 2.822 -3.407 2.471
C: -4.971 2.326 2.203
C: 5.255 -0.637 -1.028
C: -4.124 2.977 -3.629
C: 2.840 0.291 -3.891
C: -4.298 1.478 -3.913
C: 4.290 -3.564 0.528
C: -2.767 3.384 2.703
C: -4.273 3.636 2.478
C: 0.900 -2.963 -3.552
C: -0.946 -0.208 6.225
C: 3.796 -2.738 1.696
C: -5.405 0.801 -3.122
C: 3.392 0.442 -2.423
C: -2.170 -0.570 -0.024
C: -3.966 3.300 -2.204
C: 0.021 -3.463 -4.678
C: -1.439 -3.710 -4.173
C: 2.954 2.079 2.532
C: 3.185 1.581 1.048
C: 0.177 -1.032 -0.092
C: 4.632 -0.374 -2.341
C: 2.530 2.419 0.047
C: -2.590 2.719 4.063
C: 3.303 -3.838 -0.554
H: -0.923 0.831 -2.186
H: 0.023 -2.751 -5.506
H: 1.241 0.772 5.120
H: 5.137 -3.148 0.072
H: 3.782 -4.443 -1.369
H: 3.687 2.839 2.745
H: 2.614 0.058 -1.770
H: -2.368 2.631 2.010
H: 3.497 0.875 -4.538
H: -1.069 1.838 -0.768
H: -2.552 -1.444 -0.619
H: 2.438 -4.381 -0.231
H: 0.753 1.797 2.632
H: -3.342 0.951 -3.786
H: -4.638 4.155 3.402
H: 1.449 3.489 2.249
H: 1.599 -0.837 5.710
H: 1.973 -2.983 -3.669
H: 4.270 1.474 0.832
H: -5.520 -0.219 -3.510
H: -2.093 4.289 2.679
H: -5.196 0.759 -2.031
H: -2.184 -0.408 3.993
H: -3.242 3.394 -4.145
H: 1.459 -0.653 3.935
H: -4.847 1.593 3.076
H: -2.209 -0.766 1.022
H: -6.326 1.318 -3.324
H: -2.029 -4.128 -4.997
H: 0.569 -2.028 -3.193
H: -2.846 0.315 -0.185
H: -5.009 3.592 -3.844
H: 3.421 -1.818 1.249
H: -0.577 0.747 6.597
H: 5.484 0.077 -2.896
H: 0.565 1.208 -1.254
H: 4.784 -4.516 0.919
H: 4.617 -1.412 -2.699
H: 3.632 1.471 -2.198
H: -2.041 -0.114 6.002
H: 0.412 -4.382 -5.064
H: -4.415 4.321 1.678
H: 1.554 2.788 3.913
H: 2.763 0.586 0.899
H: -4.593 1.925 1.285
H: -4.522 1.382 -4.961
H: 2.970 -2.864 -0.922
H: 2.796 -0.745 -4.224
H: -1.311 -4.439 -3.389
H: 4.666 -2.447 2.276
H: -6.012 2.453 2.175
H: 3.218 1.177 3.094
H: -0.170 -1.918 0.478
H: -0.729 -0.995 6.913
H: 1.829 0.786 -3.979
H: 0.796 -3.626 -2.641

Kohn-Sham gap (eV): 9.55
Charge: 0
SMILES: CN(C)C=O.CN(C)C=O.CCCC#N.CCCC#N.CCCC#N.CCCC#N.CCCC#N.CCCC#N

Results of the Löwdin charge analysis, in e, for atoms 1 through 6: -0.045 -0.047 -0.140 0.157 0.195 0.156

[4]
Entry from the OMol25 dataset: a structure of composition C30H56NO4Si3Y in a non-equilibrium geometry (ωB97M-V with the def2-TZVPD basis set).

CARTESIAN COORDINATES (ANGSTROEM)
Y: 9.475 7.268 7.018
Si: 9.946 5.500 9.837
Si: 6.301 7.431 9.910
Si: 6.242 8.720 7.859
O: 8.231 10.345 8.457
O: 10.799 5.796 8.389
O: 10.283 6.189 5.580
O: 10.845 8.672 7.321
N: 8.134 9.237 6.171
C: 11.204 4.575 7.583
C: 15.151 5.834 13.069
C: 3.885 9.481 10.755
C: 8.497 9.350 4.867
C: 7.819 8.412 3.843
C: 14.674 6.610 8.691
C: 14.491 6.423 10.254
C: 7.082 8.258 11.400
C: 10.976 10.102 7.211
C: 7.064 8.210 6.340
C: 15.269 7.364 11.170
C: 10.810 10.665 5.660
C: 15.515 7.072 12.568
C: 9.858 9.948 4.521
C: 8.210 5.950 9.352
C: 13.718 12.878 15.491
C: 14.025 3.600 12.802
C: 15.495 5.309 14.421
C: 15.964 8.446 10.436
C: 9.721 3.742 10.237
C: 14.528 5.033 10.815
C: 7.041 5.636 9.628
C: 10.708 6.305 11.346
C: 6.391 7.360 5.393
C: 4.667 9.473 7.134
C: 14.586 4.859 12.173
C: 16.512 7.869 13.283
C: 7.096 10.381 8.925
C: 14.581 3.878 9.979
C: 7.071 7.410 4.165
H: 13.091 3.878 13.352
H: 16.692 9.031 10.874
H: 15.238 3.889 9.131
H: 14.749 4.637 14.769
H: 12.166 4.260 7.927
H: 3.933 8.861 9.929
H: 12.635 12.770 15.490
H: 11.851 10.671 5.363
H: 11.286 4.940 6.518
H: 16.402 7.924 9.582
H: 10.894 5.590 12.206
H: 13.534 3.686 9.657
H: 8.649 8.073 3.211
H: 3.276 8.905 11.397
H: 3.870 8.951 7.866
H: 9.939 5.608 4.885
H: 10.414 10.655 7.914
H: 17.510 7.696 12.908
H: 10.384 9.208 3.946
H: 13.743 2.912 12.023
H: 6.435 4.954 8.891
H: 9.079 3.180 9.507
H: 7.035 9.046 3.163
H: 6.269 10.991 9.088
H: 10.131 7.140 11.761
H: 11.701 6.770 11.169
H: 4.711 10.290 10.718
H: 4.768 9.470 6.013
H: 11.967 10.519 7.643
H: 5.449 6.807 5.602
H: 10.472 3.741 7.680
H: 8.140 7.907 11.576
H: 13.352 6.646 10.368
H: 6.550 7.161 3.274
H: 13.953 5.756 8.288
H: 7.023 9.337 11.593
H: 4.531 10.409 8.077
H: 14.158 13.791 15.935
H: 9.578 10.723 3.943
H: 15.319 9.239 10.025
H: 14.227 12.589 14.599
H: 10.481 11.748 5.781
H: 16.395 4.686 14.198
H: 4.627 4.708 8.045
H: 6.440 7.753 12.200
H: 5.160 4.492 7.592
H: 14.031 12.098 16.213
H: 9.103 3.613 11.175
H: 16.324 8.938 13.324
H: 10.703 3.392 10.482
H: 14.274 7.612 8.357
H: 15.667 6.065 15.184
H: 14.574 3.153 13.633
H: 15.742 6.603 8.374
H: 14.787 3.064 10.661
H: 16.463 7.537 14.330

Kohn-Sham gap (eV): 3.40
Charge: -2

Results of the Löwdin charge analysis, in e, for atoms 1 through 6: 1.417 0.368 0.688 0.493 -0.094 -0.378

[5]
Entry from the OMol25 dataset: a cluster of 10 separate species, C30H57F6N3O6P in total in a non-equilibrium geometry (ωB97M-V with the def2-TZVPD basis set).

CARTESIAN COORDINATES (ANGSTROEM)
P: 0.049 0.062 -0.368
F: 0.026 -1.315 -1.321
F: -1.482 0.173 -1.011
F: 0.615 1.060 -1.597
F: -0.076 1.366 0.566
F: -0.437 -0.887 0.866
F: 1.648 -0.291 -0.107
O: -2.257 5.226 1.518
O: 0.413 4.928 -3.439
O: -4.789 -1.870 0.382
O: 0.950 -2.489 4.145
O: 5.394 1.409 -0.712
O: -1.422 -4.429 -1.345
N: -3.333 -1.853 -2.366
N: 2.156 3.996 -1.559
N: 2.349 2.322 -3.877
C: -2.873 5.597 2.716
C: 1.675 -0.227 -3.935
C: 0.430 -5.697 -1.992
C: -2.457 -1.919 -3.125
C: -0.016 -4.498 -1.167
C: 2.040 -2.817 5.052
C: 2.095 1.187 -3.881
C: 2.307 3.254 0.908
C: 4.725 0.498 -1.570
C: -2.550 4.493 3.754
C: 2.324 -0.485 4.192
C: 2.562 -1.384 5.416
C: 4.855 -0.870 -0.849
C: 5.481 0.924 0.681
C: -1.918 -5.632 -1.901
C: -1.299 5.322 -1.969
C: -4.687 -3.866 1.676
C: -0.068 5.998 -2.574
C: -1.460 -2.072 -4.198
C: -1.782 4.626 -3.275
C: -3.420 -1.970 0.834
C: -2.185 3.210 2.967
C: -3.276 -3.427 1.295
C: -0.750 -6.650 -1.713
C: 1.368 -1.358 3.320
C: -1.903 3.834 1.547
C: 4.838 -0.451 0.624
C: 2.248 3.714 -0.456
C: -0.645 3.895 -3.648
C: -5.568 -2.591 1.357
H: 1.687 -0.632 -4.947
H: 5.247 0.487 -2.527
H: 4.037 -1.503 -1.193
H: -4.961 -4.724 1.061
H: 1.806 -1.471 2.328
H: -0.843 3.608 1.429
H: -3.217 -1.267 1.642
H: -0.795 -6.921 -0.658
H: -2.303 3.106 0.842
H: -1.039 4.540 -1.255
H: 2.406 -0.835 -3.402
H: -3.000 2.487 2.936
H: 3.825 -0.331 1.008
H: -0.649 3.579 -4.691
H: 0.509 -0.752 3.033
H: 3.259 -0.357 3.646
H: 3.680 0.757 -1.737
H: -2.039 -5.585 -2.983
H: 0.594 -5.438 -3.038
H: 0.673 -3.720 -1.496
H: -2.677 4.039 -3.070
H: 6.526 0.862 0.983
H: 1.946 -1.007 6.232
H: 0.564 6.277 -1.731
H: -2.030 -2.539 -5.001
H: 1.916 0.494 4.441
H: -2.985 -3.972 0.397
H: 3.622 -1.474 5.652
H: 3.176 3.653 1.430
H: 1.363 -6.189 -1.717
H: 2.699 -3.373 4.386
H: -1.018 -1.134 -4.532
H: -4.791 -4.213 2.704
H: -0.920 -7.454 -2.428
H: 0.278 -4.758 -0.150
H: -3.424 4.480 4.405
H: 5.790 -1.394 -1.045
H: -6.540 -2.819 0.919
H: -0.695 -2.721 -3.771
H: -2.702 -1.676 0.068
H: 1.649 -3.393 5.891
H: -1.705 4.802 4.369
H: -2.598 -3.596 2.131
H: -0.336 6.848 -3.201
H: -5.755 -1.914 2.190
H: -0.344 3.066 -3.007
H: 5.398 -1.192 1.196
H: -1.929 6.093 -1.526
H: -2.806 -5.995 -1.384
H: 4.940 1.543 1.397
H: 2.267 2.167 0.978
H: 1.526 3.681 1.538
H: -2.429 6.524 3.080
H: -2.023 5.337 -4.065
H: 0.674 -0.354 -3.523
H: -1.470 2.533 3.435
H: -3.931 5.691 2.472

Kohn-Sham gap (eV): 8.69
Charge: -1

Results of the Löwdin charge analysis, in e, for atoms 1 through 6: 0.328 -0.217 -0.194 -0.204 -0.140 -0.160